Entry 1:
{
  "formula": "C30H28IrN2Si",
  "method": "ωB97M-V/def2-TZVPD",
  "largest_force_ev_per_a": 4.75,
  "e_homo_ev": [-10.475, -14.067],
  "spin_multiplicity": 6,
  "charge": 2,
  "s_squared": 8.818,
  "e_above_lowest_kj_mol": 0.0,
  "gap_ev": [4.61, 3.74],
  "symbols": ["C", "C", "C", "H", "C", "C", "H", "H", "H", "H", "Ir", "C", "H", "H", "H", "Si", "C", "C", "H", "C", "H", "C", "H", "C", "H", "C", "H", "C", "C", "H", "C", "H", "C", "H", "C", "H", "C", "H", "H", "H", "C", "C", "N", "C", "C", "C", "C", "C", "C", "C", "C", "C", "N", "C", "H", "H", "H", "H", "H", "H", "H", "H"],
  "coordinates": [[0.676382, 1.418829, 0.249459], [0.977199, 1.632712, -1.131770], [-0.275930, 1.709238, -1.837187], [1.970536, 1.718055, -1.565607], [-1.348268, 1.582276, -0.876066], [-0.745663, 1.421421, 0.407541], [-1.281748, 1.357546, 1.342597], [1.415070, 1.315556, 1.040164], [-0.407033, 1.931857, -2.883880], [-2.408236, 1.626295, -1.092664], [-0.218690, -0.236238, -1.000578], [-1.730977, -1.549423, -1.673240], [-2.509473, -1.165691, -2.368486], [-2.194180, -1.554179, -0.670262], [-1.558328, -2.605685, -1.887300], [0.348721, -0.461989, -3.888946], [1.520137, -1.296341, -5.128495], [2.507031, -0.358582, -5.509142], [2.508879, 0.635272, -5.045477], [3.428902, -0.658434, -6.505318], [4.167139, 0.100765, -6.780651], [3.358731, -1.907923, -7.144268], [4.072425, -2.132743, -7.931860], [2.394927, -2.854585, -6.771998], [2.343460, -3.822483, -7.283800], [1.460419, -2.552974, -5.755879], [0.667858, -3.266915, -5.490138], [-0.995836, 0.208830, -5.015482], [-0.823741, 0.226418, -6.425235], [0.062307, -0.224759, -6.878917], [-1.770752, 0.829427, -7.261149], [-1.599082, 0.877728, -8.344690], [-2.941622, 1.372320, -6.699491], [-3.671472, 1.872748, -7.336699], [-3.183182, 1.248241, -5.324502], [-4.123385, 1.603794, -4.883279], [-2.216967, 0.670891, -4.487988], [-2.414894, 0.585298, -3.416470], [1.323964, 0.524032, -3.337189], [-0.259146, -1.513180, -2.895957], [1.098510, -4.322979, -0.692812], [0.927747, -2.946371, -0.926121], [0.303496, -2.133563, -0.077074], [0.081709, -2.581358, 1.213138], [0.221279, -3.980655, 1.513996], [0.706462, -4.844476, 0.524940], [-0.066437, -4.474886, 2.815483], [-0.385456, -3.638355, 3.854164], [-0.360863, -2.228561, 3.683389], [-0.450623, -1.351318, 4.786002], [-0.227652, -0.002228, 4.618531], [0.071483, 0.439757, 3.316714], [0.137597, -0.372880, 2.268955], [-0.110323, -1.686915, 2.369330], [1.513881, -4.940608, -1.471800], [1.265133, -2.505089, -1.864905], [0.808874, -5.899860, 0.756651], [0.001584, -5.546895, 2.975913], [-0.596842, -4.032010, 4.847203], [-0.646139, -1.775536, 5.763096], [-0.266823, 0.724244, 5.413976], [0.239823, 1.499920, 3.138826]],
  "forces_ev_per_a": [[-0.1310, 0.6138, -0.2457], [-0.0843, 0.1498, 0.0525], [-0.2671, 0.8385, 0.0352], [-0.3221, -0.0301, 0.1954], [0.4285, 0.5282, -0.0633], [-0.0333, 1.4504, 0.2158], [0.0257, -0.1864, -0.2448], [-0.2959, -0.1087, -0.3545], [-0.0620, 0.0983, 0.0582], [0.1657, 0.0241, 0.0478], [-0.6332, -3.6968, 0.8604], [-1.8504, 0.6283, 0.3583], [0.6905, -0.2347, 0.3562], [-0.1448, 0.0177, 0.0182], [0.5060, 0.1821, -0.1878], [-0.3694, -0.9168, -0.3333], [0.3999, 0.5439, 0.3361], [-1.8557, -0.5050, 1.2128], [0.1090, -0.4460, -0.1804], [1.0764, -0.9852, -1.7123], [-0.1132, -0.4648, -0.0612], [0.1219, -0.0560, -0.0346], [-0.1715, -0.0579, 0.1336], [1.4141, 0.1109, -1.2689], [0.1096, 0.4162, 0.1818], [-0.8142, 1.2413, 1.2675], [0.4256, 0.3037, -0.1547], [-0.3547, -0.0704, -0.0804], [-0.1097, 0.2954, 0.2292], [-0.2774, 0.2795, 0.1252], [-0.2890, 0.0760, 0.3522], [-0.1175, -0.0343, 0.5658], [0.3722, -0.2833, 0.0200], [0.1881, -0.2021, 0.1689], [0.1754, -0.1004, 0.1806], [0.4452, -0.1134, -0.3155], [-0.0221, 0.2745, -0.4901], [0.0583, 0.1463, -0.3846], [-0.2767, -0.3288, -0.3162], [0.9727, 0.8157, -0.9606], [-0.1057, 2.1075, -0.8406], [1.5028, -4.0277, -2.0226], [-0.8246, 2.3767, 3.3682], [0.5189, 0.4415, -0.3175], [-0.4336, 0.4941, 1.2698], [-0.0365, -1.2296, -0.2148], [0.6215, -0.6913, -2.7569], [-0.5649, 2.7853, 1.8974], [-0.1043, -1.6589, -0.4612], [0.1159, 0.5169, 0.1746], [-0.1023, -0.2728, -0.3310], [-0.2201, -0.9368, 0.2039], [-0.1704, -0.2521, -0.3268], [0.4613, 0.3409, 0.5497], [0.1989, -0.0287, 0.0027], [-0.0468, -0.2680, 0.3594], [0.0095, 0.1399, -0.0956], [-0.0189, 0.1257, -0.0250], [0.0593, 0.0031, -0.1991], [-0.0450, 0.0607, 0.0227], [-0.0388, -0.1394, 0.2204], [0.1344, -0.1007, -0.0605]]
}

Entry 2:
{
  "formula": "C34H35N10O5SSiV",
  "method": "ωB97M-V/def2-TZVPD",
  "largest_force_ev_per_a": 0.53,
  "e_homo_ev": [-3.959, -4.142],
  "spin_multiplicity": 4,
  "charge": -1,
  "s_squared": 3.758,
  "gap_ev": [6.22, 6.35],
  "symbols": ["V", "O", "C", "O", "C", "C", "C", "C", "C", "N", "C", "O", "O", "H", "H", "H", "C", "Si", "C", "C", "C", "C", "C", "C", "N", "C", "S", "H", "H", "H", "H", "H", "H", "H", "H", "H", "H", "H", "H", "N", "C", "N", "C", "N", "N", "C", "N", "C", "C", "C", "C", "C", "N", "H", "H", "H", "H", "H", "H", "H", "H", "C", "N", "N", "C", "O", "C", "C", "C", "C", "C", "C", "C", "C", "C", "H", "H", "H", "H", "H", "H", "H", "H", "H", "H", "H", "H"],
  "coordinates": [[-0.755780, 0.356779, 0.501234], [-2.356388, -3.393939, 0.379353], [-1.739319, -2.373567, 0.667501], [-1.155761, -1.575617, -0.148146], [-1.659558, -1.967266, 2.135533], [-2.168319, -2.803700, 3.109149], [-2.083558, -2.399911, 4.434190], [-1.476840, -1.195040, 4.725934], [-0.949456, -0.418526, 3.697145], [-1.069993, -0.789551, 2.415995], [-0.168021, 0.848752, 4.078798], [-0.748914, 1.579254, 4.906956], [0.937281, 0.977361, 3.519463], [-2.621240, -3.734349, 2.800543], [-2.484625, -3.021794, 5.226471], [-1.391099, -0.816757, 5.734390], [-1.881940, -1.162354, -6.346021], [-0.438652, -1.130984, -5.124153], [1.112700, -0.785410, -6.120236], [-0.394930, -2.839252, -4.360099], [-0.813612, 0.235943, -3.896975], [-1.767130, 1.200626, -4.142513], [-2.080867, 2.166183, -3.179725], [-1.504716, 2.014972, -1.941815], [-0.584550, 1.082862, -1.646388], [-0.100829, 0.290842, -2.653608], [1.369569, -0.552052, -2.474964], [-1.672652, -1.888394, -7.138271], [-2.068501, -0.198679, -6.827109], [-2.803542, -1.472971, -5.844644], [1.293748, -1.570002, -6.861551], [1.968652, -0.730868, -5.446187], [1.026995, 0.169236, -6.647011], [-0.686100, -3.579403, -5.113784], [-1.087439, -2.912848, -3.516828], [0.596913, -3.078666, -3.982022], [-2.298093, 1.211018, -5.089287], [-2.800375, 2.952751, -3.362199], [-1.799859, 2.654067, -1.116351], [-3.728713, -0.703265, -0.956303], [-3.968746, 0.153597, 0.035027], [-5.233825, 0.358987, 0.422901], [-5.387913, 1.246316, 1.396709], [-6.638868, 1.419167, 1.889850], [-4.420693, 1.995949, 1.955045], [-3.212801, 1.728069, 1.493545], [-2.913384, 0.801772, 0.583717], [-2.073364, 2.574720, 1.954536], [-2.263016, 3.619270, 2.829455], [-1.164650, 4.404461, 3.154818], [0.061548, 4.117204, 2.588698], [0.170361, 3.034634, 1.726914], [-0.878227, 2.284065, 1.410503], [-4.480311, -1.318766, -1.213869], [-2.772266, -1.041307, -1.070084], [-7.399791, 1.038557, 1.356607], [-6.797265, 2.225284, 2.466525], [-3.240319, 3.778188, 3.258530], [-1.264858, 5.215594, 3.863886], [0.943595, 4.690433, 2.836882], [1.118060, 2.720435, 1.307941], [5.176877, -2.192391, 0.286507], [4.067381, -1.837633, 1.168499], [3.419405, -0.663911, 0.779151], [2.058545, -0.807975, 0.861151], [1.293924, 0.133449, 0.693101], [1.843442, -2.195552, 1.197858], [3.048701, -2.768675, 1.340849], [3.384405, -4.192089, 1.618550], [4.092193, 0.575685, 0.708006], [3.715988, 1.465609, -0.292226], [4.338896, 2.702514, -0.355739], [5.338234, 3.038896, 0.549305], [5.711363, 2.135519, 1.534594], [5.079997, 0.903906, 1.626017], [5.920539, -1.399084, 0.314470], [4.837925, -2.332509, -0.744625], [5.635265, -3.106668, 0.655257], [0.875872, -2.649735, 1.322196], [2.480339, -4.729124, 1.896585], [4.106907, -4.273886, 2.432037], [3.806050, -4.677605, 0.735874], [2.942248, 1.171186, -0.994649], [4.046567, 3.404342, -1.126872], [5.824230, 4.004450, 0.488001], [6.480726, 2.398290, 2.249472], [5.326239, 0.200924, 2.412073]],
  "forces_ev_per_a": [[0.3072, -0.3335, -0.2825], [0.0489, -0.0063, -0.0407], [-0.0496, 0.0249, 0.0226], [-0.1532, -0.1334, -0.0110], [-0.0007, 0.0644, 0.0456], [0.0117, 0.0126, -0.0054], [0.0156, 0.0223, 0.0476], [-0.0555, -0.1086, 0.0247], [0.0722, -0.0294, -0.0310], [-0.0360, -0.0392, -0.0956], [-0.0043, 0.2157, -0.2220], [0.0632, -0.0226, 0.0185], [-0.0694, -0.0665, 0.1460], [-0.0033, -0.0038, -0.0105], [0.0033, 0.0051, -0.0093], [-0.0020, 0.0008, 0.0119], [-0.0404, -0.0024, -0.0448], [0.0846, 0.0713, -0.0120], [0.0605, -0.0024, -0.0155], [-0.0430, -0.0503, 0.0072], [-0.0192, 0.0380, 0.0658], [-0.0558, -0.0817, -0.0076], [-0.0033, 0.0428, 0.0246], [0.0247, -0.1109, -0.0549], [-0.1522, -0.1073, 0.2711], [0.0237, 0.2467, 0.0286], [-0.0721, -0.1278, -0.0156], [-0.0185, 0.0140, 0.0353], [0.0297, -0.0234, 0.0032], [0.0121, 0.0231, -0.0269], [-0.0236, 0.0158, 0.0100], [-0.0261, 0.0048, -0.0306], [0.0024, -0.0230, -0.0013], [0.0108, -0.0009, 0.0473], [0.0232, 0.0093, -0.0325], [0.0006, 0.0038, -0.0030], [0.0164, -0.0145, 0.0043], [-0.0016, -0.0121, -0.0022], [0.0052, 0.0144, 0.0130], [0.0713, -0.0906, 0.0178], [-0.0543, 0.1180, 0.1396], [-0.0372, -0.0357, -0.0185], [0.0813, 0.0204, 0.0188], [-0.0538, 0.0129, -0.0565], [-0.0821, -0.0621, -0.0871], [0.1731, 0.2243, -0.0292], [0.0845, -0.0482, 0.0133], [-0.1652, -0.1341, -0.2435], [0.1243, 0.1656, 0.1323], [-0.0893, -0.0474, 0.0080], [0.0577, -0.0282, -0.0412], [0.0391, 0.0244, 0.1311], [-0.0636, 0.0084, 0.1663], [-0.0163, 0.0243, -0.0098], [-0.0253, 0.0292, -0.0306], [0.0039, -0.0117, 0.0214], [0.0089, -0.0093, 0.0136], [0.0025, 0.0219, -0.0112], [-0.0055, 0.0004, -0.0082], [-0.0009, -0.0140, 0.0023], [-0.0122, 0.0347, 0.0209], [-0.0062, -0.0044, 0.0020], [0.1599, 0.0464, 0.0096], [0.0350, 0.1046, -0.0406], [-0.0219, -0.0553, -0.0716], [-0.0929, 0.2654, -0.0180], [-0.2529, 0.0204, 0.0503], [0.0718, -0.1115, -0.0007], [0.0013, -0.0086, 0.0131], [0.0148, 0.0548, -0.0017], [-0.0207, 0.0190, -0.0033], [0.0062, -0.0177, 0.0081], [0.0102, -0.0126, 0.0072], [-0.0088, 0.0138, -0.0079], [0.0064, -0.0717, 0.0157], [-0.0006, 0.0121, -0.0019], [-0.0215, -0.0024, 0.0000], [-0.0049, -0.0052, 0.0178], [0.0637, -0.0068, -0.0012], [-0.0002, 0.0092, -0.0005], [-0.0015, -0.0002, -0.0049], [-0.0013, 0.0014, 0.0018], [0.0242, 0.0121, 0.0009], [-0.0060, -0.0124, 0.0000], [0.0017, 0.0039, 0.0020], [0.0013, -0.0084, 0.0051], [0.0157, 0.0204, -0.0034]]
}